Formula: C27H59BN3O24
Source: OMol25
Level of theory: ωB97M-V/def2-TZVPD

Its spin multiplicity is 1. As for the charge: -1. For the gap between HOMO and LUMO, the calculation gives 9.7 eV. As for the electronic energy: -83235.3493 eV. The calculation puts the LUMO energy at 2.24 eV.

CARTESIAN COORDINATES (ANGSTROEM)
O 3.307 1.914 2.474
H 4.769 -6.755 -0.750
C -8.185 4.600 4.356
O 1.366 -4.117 -4.356
O -4.552 -7.048 -2.998
H -1.558 8.443 -1.811
H -7.927 4.143 5.317
H 3.186 -7.106 5.046
C 1.273 -4.150 -2.931
H -5.556 4.967 4.569
O 0.828 0.637 -1.451
C -1.247 6.366 -2.195
C 2.625 -6.351 4.501
O -1.001 3.358 -0.533
H 3.422 -4.293 -4.410
H -1.372 -5.709 -0.017
H 1.677 -6.752 4.126
O -5.115 3.805 1.919
C -0.662 -2.176 -0.551
H 1.240 6.395 -3.045
C 0.468 5.983 -3.700
H -4.220 2.751 0.475
C 2.417 2.534 1.592
H 3.169 -0.210 -2.525
C 2.745 -5.503 2.263
H 2.071 3.481 2.033
O -4.307 3.200 -2.344
C 2.533 -4.688 -4.914
O -0.944 -1.018 -1.059
H 0.158 -6.593 -0.193
H -1.674 -6.003 -2.799
H 3.436 -6.356 -1.922
H 6.372 0.298 5.588
O -0.014 -7.768 1.950
O -1.937 -6.804 2.102
H -1.662 2.042 -3.750
O 4.968 0.763 4.065
O -2.664 7.303 -0.497
H 2.847 2.848 0.632
O -7.185 4.407 3.385
H -8.471 5.646 4.515
H 2.158 -6.380 1.960
H -2.868 3.080 -4.624
O -0.893 1.191 0.068
C -0.468 -6.030 0.490
N -3.567 2.345 -2.779
H 3.838 -4.129 0.994
O 0.613 -0.637 0.632
H 4.342 -1.558 -2.523
H 0.772 6.060 -4.743
C 4.619 2.447 2.402
H 4.612 -5.165 -1.548
H 3.307 -1.293 -1.093
C -0.563 2.240 -0.647
H -1.676 5.361 -2.093
C 5.466 1.997 3.577
H -6.324 6.301 3.736
H -2.768 -4.885 -1.940
H -2.172 9.154 0.176
H 5.600 2.763 4.346
H 5.039 2.084 1.455
O 3.392 -5.810 3.468
H 2.099 -3.305 -1.160
O 2.363 -2.026 -2.816
H -4.087 5.376 2.721
C -2.458 2.771 -3.667
C 3.726 -5.210 1.122
H -5.445 5.833 1.682
H -0.504 6.260 -1.389
H -3.419 8.315 1.122
C 3.351 -1.226 -2.184
H 2.611 -5.755 -4.657
H 0.291 -3.694 -2.798
O 1.007 2.644 -2.463
C 0.510 1.886 -1.665
H 3.338 -3.709 -2.452
O -3.466 -7.138 -1.160
O 3.155 -5.709 -0.073
N -0.835 -6.942 1.607
H 1.528 1.939 1.399
H 5.616 -1.028 4.783
C -2.154 7.523 -1.793
C 4.063 -6.002 -1.105
C 0.397 -1.940 0.565
H -0.046 -5.124 0.920
H 2.471 -4.498 -5.977
C -5.118 5.126 2.453
H -2.067 3.679 -3.207
C -6.075 5.237 3.644
B -0.127 0.052 -0.451
O 0.860 -2.764 1.304
H -3.834 9.012 -0.482
O -0.769 6.632 -3.482
H 6.487 1.847 3.208
H 2.306 -5.593 5.226
H 4.658 -5.764 1.291
C 2.340 -3.317 -2.226
H 2.060 -4.655 2.354
H -3.112 -5.214 -3.629
O -1.129 -3.252 -0.812
H 0.426 4.907 -3.499
H 6.798 -0.179 3.879
H -4.240 4.485 0.132
C -2.690 -5.636 -2.723
H -2.941 7.692 -2.536
H -3.054 3.749 1.214
C -4.113 3.742 0.925
O -3.772 1.146 -2.720
H 4.485 3.536 2.364
H -9.088 4.113 3.983
C -3.062 8.512 0.114
N -3.621 -6.721 -2.291
C 5.998 -0.017 4.610
H 1.197 -5.215 -2.683